Here is one molecule with the formula C2H4N2OS at a distorted geometry from the OMol25 dataset. Energies are from the ωB97M-V functional and the def2-TZVPD basis.

```
10
Properties=species:S:1:pos:R:3:forces:R:3
S -2.29178 -0.78907 -0.11246 0.1078 0.4879 -0.1450
H -3.62154 -0.62355 -0.08227 0.1279 0.5311 0.0083
C -0.44039 0.91554 0.05443 -1.6874 1.3472 -0.1273
C 0.48056 -0.18275 0.24255 -0.7078 0.2578 -1.0936
N 1.60377 0.14439 -0.28081 -1.2911 0.0015 1.5051
H 0.07724 1.89262 0.06175 -0.6839 -0.3164 -0.2040
O 2.53122 -0.77673 -0.05532 1.4577 -1.3042 -0.1622
H 0.05574 -1.13842 0.62262 1.2783 0.4731 -0.0011
N -1.72320 0.89193 -0.10966 0.8236 -1.3108 0.4135
H 3.32837 -0.33397 -0.34082 0.5748 -0.1674 -0.1937
```
Positions in Å, forces in eV/Å.

Summary:
LUMO, eV: 0.164
Electronic energy, hartree: -661.4334
HOMO-LUMO gap, eV: 9.14
2S+1: 1
Total charge: 0
ΔE to the lowest compared entry with this formula, charge and spin, eV: 4.1396
Structure (SMILES): O/N=C/C=N\S



Here is C2H4N2OS as an isolated structure at a distorted geometry from the OMol25 dataset. Energies are from the ωB97M-V functional and the def2-TZVPD basis.

```
10
Properties=species:S:1:pos:R:3:forces:R:3
C -0.55758 1.71777 1.67723 -2.9461 -3.6714 2.2801
N -0.65719 0.45024 1.13664 2.8897 7.2467 2.3491
N -1.17559 -0.66475 -0.91234 -6.2801 -6.3520 0.5617
H 0.32345 2.46766 1.84130 -1.5104 -1.5933 -1.1545
O 0.75718 -1.49546 -1.70161 -1.1485 3.5567 1.9655
H -1.49358 1.85904 2.40377 2.0928 0.2697 -1.6259
H -1.77813 -0.50184 -0.04138 2.0385 0.6795 -1.7589
C 0.13424 -0.64083 -0.97942 3.5236 -4.5458 -1.5419
S 0.85759 0.31890 0.28957 0.1968 -0.5979 -0.3808
H -1.46124 -1.92359 -0.98090 1.1437 5.0078 -0.6945
```
Positions in Å, forces in eV/Å.

Summary:
LUMO, eV: -0.328
Electronic energy, hartree: -661.4148
HOMO-LUMO gap, eV: 9.11
2S+1: 1
Total charge: 0
ΔE to the lowest compared entry with this formula, charge and spin, eV: 4.6471



Here is one molecule with the formula C2H4N2OS2 at a distorted geometry from the OMol25 dataset. Energies are from the ωB97M-V functional and the def2-TZVPD basis.

```
11
Properties=species:S:1:pos:R:3:forces:R:3
H 1.00901 0.28419 -3.49816 -0.1031 -0.3354 0.2278
O -0.19887 0.25805 3.62880 -0.0150 -0.5506 -1.2607
H 1.29862 -1.57788 -0.66480 0.1323 -0.1892 -0.6451
C -0.05335 -0.10703 2.49078 0.1407 0.7842 0.7612
N 0.94525 -1.03504 0.09960 -0.5281 0.9473 0.0281
S -0.57590 0.92914 1.08069 0.2591 -0.3509 -0.2055
H -0.94848 1.04773 -1.59671 0.1077 -0.3346 0.0482
S 0.19034 -0.61694 -2.89483 -0.2443 1.0658 0.5566
C 0.18732 -0.06997 -0.22963 -0.2087 -0.2082 -0.1872
N -0.21202 0.35638 -1.51523 0.6807 -0.8792 0.3006
H 0.46435 -1.00096 2.09793 -0.2211 0.0509 0.3761
```
Positions in Å, forces in eV/Å.

Summary:
LUMO, eV: 0.323
Electronic energy, hartree: -1059.7046
HOMO-LUMO gap, eV: 10.11
2S+1: 1
Total charge: 0
ΔE to the lowest compared entry with this formula, charge and spin, eV: 1.0511
Structure (SMILES): [H]/N=C(\NS)SC=O